(1)
A molecular structure, C44H36BN4O7P2W, computed with ωB97M-V with the def2-TZVPD basis set.

CARTESIAN COORDINATES (ANGSTROEM)
W: 0.272 0.808 -1.104
O: -5.873 0.510 -0.398
C: -4.520 0.546 -0.485
C: -3.776 1.606 0.013
C: -2.407 1.551 -0.119
N: -1.807 0.523 -0.714
C: -2.509 -0.516 -1.182
C: -3.882 -0.536 -1.080
C: -1.766 -1.675 -1.817
O: -2.391 -2.599 -2.272
O: 0.115 -1.160 -0.509
C: -1.467 2.587 0.468
O: -1.920 3.526 1.091
O: -0.211 2.316 0.276
H: -6.186 1.318 0.023
H: -4.219 2.458 0.514
H: -4.437 -1.381 -1.460
C: 1.706 0.130 3.197
N: 1.742 -0.689 1.975
P: 2.204 0.085 0.516
C: 3.340 1.382 1.110
C: 4.661 1.122 1.470
C: 5.474 2.148 1.925
C: 4.976 3.440 2.020
C: 3.664 3.706 1.662
C: 2.847 2.681 1.209
C: 3.275 -1.147 -0.290
C: 3.315 -1.215 -1.679
C: 4.156 -2.123 -2.306
C: 4.951 -2.976 -1.557
C: 4.909 -2.919 -0.170
C: 4.075 -2.008 0.458
P: 1.009 -2.258 1.923
C: 1.532 -2.885 3.587
C: 2.762 -3.542 3.642
C: 3.257 -4.045 4.837
C: 2.514 -3.918 6.001
C: 1.278 -3.288 5.960
C: 0.793 -2.775 4.765
C: -0.763 -1.938 2.284
C: -1.578 -3.056 2.457
C: -2.934 -2.916 2.709
C: -3.498 -1.650 2.793
C: -2.700 -0.532 2.603
C: -1.344 -0.676 2.332
H: 2.653 0.063 3.738
H: 0.909 -0.209 3.854
H: 1.517 1.178 2.964
H: 5.064 0.123 1.373
H: 6.503 1.942 2.191
H: 5.619 4.243 2.360
H: 3.276 4.715 1.715
H: 1.824 2.891 0.922
H: 2.679 -0.577 -2.276
H: 4.178 -2.166 -3.388
H: 5.598 -3.690 -2.051
H: 5.521 -3.588 0.423
H: 4.036 -1.968 1.540
H: 3.333 -3.674 2.729
H: 4.217 -4.547 4.855
H: 2.892 -4.315 6.935
H: 0.688 -3.193 6.864
H: -0.175 -2.289 4.748
H: -1.145 -4.048 2.385
H: -3.553 -3.796 2.834
H: -4.557 -1.537 2.991
H: -3.128 0.461 2.658
H: -0.747 0.207 2.139
C: 0.465 -3.184 -3.395
O: 0.365 -2.821 -2.025
C: -0.210 -1.580 -1.789
O: 0.195 -0.578 -2.634
H: 1.080 -4.082 -3.423
H: 0.945 -2.394 -3.973
H: -0.517 -3.402 -3.820
B: 4.026 3.425 -2.710
C: 2.840 2.533 -2.206
N: 1.971 1.879 -1.813
H: 4.107 4.351 -1.929
H: 3.750 3.795 -3.831
H: 5.021 2.730 -2.689
N: -3.856 7.053 -7.990
C: -3.401 6.346 -7.205
C: -2.837 5.460 -6.227
C: -3.669 4.800 -5.323
C: -3.126 3.946 -4.384
C: -1.745 3.730 -4.326
C: -0.919 4.400 -5.237
C: -1.457 5.256 -6.177
C: -1.182 2.844 -3.359
C: -0.664 2.103 -2.549
H: -4.738 4.964 -5.366
H: -3.765 3.430 -3.680
H: 0.149 4.238 -5.188
H: -0.815 5.773 -6.877

## Properties
spin multiplicity: 3
charge: -1
energy: -3218.810655 Ha
E_LUMO (alpha / beta): 1.84 / 1.69 eV
energy above the lowest of the compared OMol25 structures with the same formula, charge and spin: 0.0 kcal per mole
expectation value of S²: 2.014

Atomic charges from the Löwdin analysis, expressed in e, are listed below: W 1.503; O 0.078; C -0.275; C 0.067; C -0.183; N 0.004; C -0.124; C 0.094; C -0.189; O 0.133; O -0.342; C -0.575; O 0.077; O -0.209; H 0.111; H 0.135; H 0.136; C -0.137; N -0.481; P 0.978; C -0.335; C -0.070; C -0.081; C -0.083; C -0.065; C -0.102; C -0.327; C -0.072; C -0.066; C -0.086; C -0.084; C -0.132; P 1.065; C -0.351; C -0.109; C -0.092; C -0.101; C -0.087; C -0.096; C -0.377; C -0.110; C -0.088; C -0.093; C -0.082; C -0.092; H 0.088; H 0.063; H 0.074; H 0.091; H 0.099; H 0.099; H 0.107; H 0.081; H 0.081; H 0.107; H 0.098; H 0.099; H 0.080; H 0.083; H 0.098; H 0.096; H 0.099; H 0.101; H 0.108; H 0.099; H 0.098; H 0.103; H 0.091; C -0.074; O -0.063; C -0.763; O -0.220; H 0.087; H 0.085; H 0.082; B -0.417; C -0.161; N -0.027; H 0.000; H -0.005; H 0.000; N 0.135; C -0.198; C -0.247; C -0.035; C -0.025; C -0.239; C -0.012; C -0.028; C -0.084; C -0.084; H 0.114; H 0.112; H 0.123; H 0.117



(2)
A molecular structure, C44H36CoN3O3P2, computed with ωB97M-V with the def2-TZVPD basis set.

CARTESIAN COORDINATES (ANGSTROEM)
Co: 0.257 -0.286 -0.046
C: -2.837 -0.013 -1.345
P: -1.547 1.253 -1.027
C: -2.284 2.266 0.303
C: -2.458 1.674 1.556
C: -3.006 2.399 2.603
C: -3.373 3.725 2.419
C: -3.193 4.322 1.179
C: -2.655 3.597 0.126
C: -1.561 2.353 -2.477
C: -0.572 3.332 -2.579
C: -0.532 4.188 -3.667
C: -1.473 4.065 -4.680
C: -2.457 3.092 -4.593
C: -2.504 2.243 -3.496
C: -2.698 -1.057 -0.279
C: -3.625 -1.901 0.286
C: -2.910 -2.737 1.190
C: -1.593 -2.347 1.125
C: -0.360 -2.910 1.776
P: 0.830 -1.530 2.024
C: 2.400 -2.363 2.427
C: 2.975 -3.148 1.424
C: 4.184 -3.787 1.642
C: 4.844 -3.636 2.855
C: 4.290 -2.842 3.847
C: 3.073 -2.207 3.634
C: 0.274 -0.793 3.598
C: -0.021 -1.582 4.711
C: -0.469 -1.006 5.887
C: -0.631 0.372 5.966
C: -0.340 1.166 4.869
C: 0.113 0.586 3.689
N: -1.454 -1.304 0.240
H: -2.633 -0.432 -2.337
H: -3.838 0.423 -1.357
H: -2.176 0.640 1.718
H: -3.141 1.922 3.565
H: -3.797 4.291 3.239
H: -3.476 5.356 1.027
H: -2.527 4.077 -0.836
H: 0.170 3.433 -1.794
H: 0.238 4.947 -3.726
H: -1.441 4.727 -5.536
H: -3.193 2.993 -5.380
H: -3.285 1.496 -3.438
H: -4.680 -1.932 0.066
H: -3.312 -3.531 1.800
H: 0.142 -3.634 1.126
H: -0.589 -3.419 2.712
H: 2.474 -3.248 0.468
H: 4.618 -4.398 0.861
H: 5.791 -4.133 3.024
H: 4.804 -2.714 4.791
H: 2.649 -1.587 4.414
H: 0.106 -2.657 4.663
H: -0.695 -1.630 6.742
H: -0.985 0.823 6.884
H: -0.471 2.239 4.921
H: 0.338 1.205 2.831
O: -0.746 -4.301 -1.901
C: -0.305 -3.987 -3.127
C: -0.727 -4.805 -4.181
C: -0.323 -4.538 -5.469
C: 0.504 -3.448 -5.753
C: 0.915 -2.635 -4.723
C: 0.530 -2.888 -3.398
C: 0.953 -2.006 -2.303
O: 0.743 -2.291 -1.105
N: 1.580 -0.836 -2.676
N: 1.619 0.012 -1.673
C: 2.344 1.099 -1.930
C: 2.520 2.175 -1.059
C: 3.329 3.260 -1.520
C: 3.540 4.367 -0.766
C: 2.946 4.453 0.525
C: 2.175 3.451 1.017
C: 1.918 2.258 0.255
O: 1.180 1.361 0.746
H: -0.402 -3.637 -1.271
H: -1.374 -5.640 -3.949
H: -0.657 -5.184 -6.272
H: 0.816 -3.245 -6.768
H: 1.553 -1.784 -4.912
H: 2.830 1.139 -2.902
H: 3.773 3.179 -2.505
H: 4.153 5.177 -1.136
H: 3.114 5.339 1.126
H: 1.720 3.516 1.996

## Properties
spin multiplicity: 5
energy: -4153.806605 Ha
E_LUMO (alpha / beta): -0.30 / -2.21 eV
expectation value of S²: 6.050

Atomic charges from the Löwdin analysis, expressed in e, are listed below: Co 0.520; C -0.265; P 1.088; C -0.323; C -0.087; C -0.079; C -0.088; C -0.085; C -0.081; C -0.365; C -0.105; C -0.077; C -0.086; C -0.079; C -0.081; C -0.413; C -0.059; C -0.058; C -0.390; C -0.250; P 1.087; C -0.336; C -0.095; C -0.082; C -0.091; C -0.084; C -0.084; C -0.347; C -0.099; C -0.078; C -0.083; C -0.084; C -0.091; N -0.080; H 0.087; H 0.097; H 0.093; H 0.104; H 0.101; H 0.102; H 0.097; H 0.097; H 0.104; H 0.102; H 0.104; H 0.095; H 0.093; H 0.093; H 0.077; H 0.083; H 0.090; H 0.104; H 0.101; H 0.102; H 0.098; H 0.107; H 0.104; H 0.102; H 0.104; H 0.075; O 0.088; C -0.252; C -0.007; C -0.074; C -0.090; C -0.033; C -0.080; C -0.371; O -0.051; N 0.100; N -0.043; C -0.044; C -0.145; C -0.053; C -0.087; C -0.065; C -0.001; C -0.339; O -0.133; H 0.074; H 0.120; H 0.105; H 0.099; H 0.105; H 0.129; H 0.113; H 0.101; H 0.107; H 0.115